No. 1
A molecular structure, C22H21N8OS2Tc at a distorted geometry, computed with the ωB97M-V functional and the def2-TZVPD basis.

Structure (ORCA input):
```
! RIJCOSX wB97M-V def2-TZVPD def2/J DEFGRID3
* xyz 2 1
Tc -0.701 -0.077 0.802
N -3.592 -0.610 3.952
C -2.842 -0.437 2.827
S -1.311 -1.355 2.672
N -3.343 0.315 1.891
N -2.799 0.192 0.671
C -3.490 0.430 -0.421
C -2.836 0.603 -1.672
C -3.583 0.504 -2.845
C -2.999 0.466 -4.091
C -1.615 0.604 -4.171
C -0.831 0.889 -3.059
C -1.392 0.915 -1.769
O -0.713 1.347 -0.752
H -3.081 -0.902 4.802
H -4.393 0.017 4.130
H -4.585 0.459 -0.371
H -4.670 0.443 -2.733
H -3.596 0.295 -5.012
H -1.116 0.452 -5.138
H 0.205 1.200 -3.177
N -1.079 2.085 1.900
N -0.089 2.982 1.426
C 0.733 3.511 2.361
N 1.938 3.911 1.913
S 0.191 3.603 3.980
H -1.995 2.466 1.702
H -0.903 2.107 2.894
H 0.156 2.843 0.428
H 1.983 4.414 1.015
H 2.582 4.269 2.644
N 6.602 0.689 -0.100
C 5.479 0.676 0.290
C 4.099 0.645 0.509
C 3.542 0.377 1.792
C 2.150 0.324 1.837
N 1.354 0.528 0.776
C 1.917 0.774 -0.426
C 3.268 0.912 -0.596
H 4.190 0.297 2.674
H 1.621 0.132 2.763
H 1.246 0.929 -1.261
H 3.702 1.345 -1.496
C -0.216 -1.537 -0.063
C 0.260 -2.689 -0.669
C 0.663 -2.731 -2.043
C 1.328 -3.884 -2.447
C 1.632 -4.879 -1.557
C 1.033 -4.960 -0.319
C 0.307 -3.900 0.124
H 0.550 -1.848 -2.659
H 1.710 -3.879 -3.483
H 2.379 -5.591 -1.896
H 1.164 -5.782 0.366
H -0.215 -3.887 1.086
*
```

Calculated total energy = -60974.15803 eV
Orbital gap (alpha / beta) = 4.523 / 4.547 eV

---

No. 2
CHFN2O in the gas phase at a distorted geometry, computed with the ωB97M-V functional and the def2-TZVPD basis.

Structure (ORCA input):
```
! RIJCOSX wB97M-V def2-TZVPD def2/J DEFGRID3
* xyz 0 1
C 0.542 0.963 -0.058
N -0.289 0.061 -0.476
N -0.007 -1.251 -0.093
O 1.465 1.380 0.495
F -0.600 -1.444 1.172
H -1.111 0.291 -1.040
*
```

Calculated total energy = -8792.89456 eV
Orbital gap (alpha / beta) = 7.032 / 7.509 eV

---

No. 3
2 unconnected molecules or ions with the total composition C2H10NOS2 at a distorted geometry, computed with the ωB97M-V functional and the def2-TZVPD basis.

Structure (ORCA input):
```
! RIJCOSX wB97M-V def2-TZVPD def2/J DEFGRID3
* xyz 2 2
N -1.565 -0.780 0.682
C -1.433 -0.544 -0.852
C -0.051 0.014 -1.304
S 0.799 1.147 -0.066
S 2.683 1.357 -0.352
H -2.494 -0.401 0.808
H -0.941 0.056 1.092
H -1.328 -1.730 0.986
H -2.141 0.241 -1.089
H -1.705 -1.424 -1.490
H 0.585 -0.821 -1.733
H -0.108 0.592 -2.199
H 3.209 0.365 0.290
H -3.807 -3.164 1.469
H -3.026 -3.034 2.690
O -3.012 -2.763 1.753
*
```

Calculated total energy = -27423.93835 eV
Orbital gap (alpha / beta) = 10.339 / 5.824 eV
<S²> = 0.755

---

No. 4
CH2F3NS in the gas phase at a distorted geometry, computed with the ωB97M-V functional and the def2-TZVPD basis.

Structure (ORCA input):
```
! RIJCOSX wB97M-V def2-TZVPD def2/J DEFGRID3
* xyz 0 1
C -0.919 0.227 0.130
N 0.483 -0.790 -0.213
F -0.764 1.462 -0.477
F -1.990 -0.337 -0.471
F -1.049 0.356 1.358
S 1.896 0.147 -0.254
H 0.462 -1.159 -1.199
H 1.882 0.094 1.126
*
```

Calculated total energy = -21545.73240 eV
Orbital gap = 9.621 eV
SMILES string = FC(F)(F)NS

---

No. 5
A molecular structure, C6H11N3O at a distorted geometry, computed with the ωB97M-V functional and the def2-TZVPD basis.

Structure (ORCA input):
```
! RIJCOSX wB97M-V def2-TZVPD def2/J DEFGRID3
* xyz 2 1
C -0.012 0.840 -1.252
C -0.793 -1.494 -0.179
C 0.572 -0.417 2.730
C 1.065 -0.970 1.453
C -0.686 -0.043 1.890
C -0.190 0.202 -2.462
N -0.983 0.576 -3.427
N 0.593 1.891 -0.726
N -0.165 -0.701 0.611
O -1.040 -2.152 -1.113
H 0.243 -1.048 3.513
H 1.271 0.363 3.169
H 1.927 -0.435 0.891
H 1.229 -2.034 1.610
H -1.487 -0.542 2.418
H -0.759 0.997 1.881
H 0.167 -0.856 -2.574
H -1.295 -0.145 -4.188
H -1.376 1.490 -3.380
H 1.443 2.406 -1.137
H 0.276 2.073 0.273
*
```

Calculated total energy = -12895.73263 eV
Orbital gap = 8.352 eV

---

No. 6
10 unconnected molecules or ions with the total composition C37H56F3N3O14 at a distorted geometry, computed with the ωB97M-V functional and the def2-TZVPD basis.

Structure (ORCA input):
```
! RIJCOSX wB97M-V def2-TZVPD def2/J DEFGRID3
* xyz -1 2
C -0.520 -0.605 0.370
N 0.357 -0.578 1.571
O 1.416 0.100 1.579
O 0.124 -1.289 2.514
H -0.165 0.084 -0.397
H -1.512 -0.262 0.663
H -0.579 -1.627 -0.005
C -2.802 -3.498 3.233
N -2.654 -2.801 1.904
O -2.047 -3.526 1.115
O -3.067 -1.705 1.740
H -1.833 -3.728 3.677
H -3.425 -4.364 3.008
H -3.409 -2.849 3.864
C -1.491 0.959 4.437
N -2.836 0.574 4.909
O -3.580 1.418 5.471
O -3.165 -0.553 4.622
H -1.137 1.948 4.727
H -1.320 1.001 3.361
H -0.794 0.214 4.822
O -3.808 -5.347 -0.973
C -4.661 -4.508 -0.621
O -4.677 -3.269 -0.969
C -3.583 -2.772 -1.699
C -3.644 -1.256 -1.945
C -5.772 -4.989 0.254
H -3.592 -3.241 -2.683
H -2.625 -3.037 -1.252
H -4.307 -0.896 -2.731
H -2.654 -0.842 -2.140
H -4.036 -0.786 -1.043
H -6.129 -4.179 0.890
H -5.452 -5.832 0.866
H -6.584 -5.308 -0.401
O 2.730 -2.836 0.426
C 2.825 -3.754 1.229
O 3.243 -3.714 2.424
C 3.513 -2.474 3.036
C 3.826 -2.810 4.488
C 2.840 -5.212 0.698
H 2.682 -1.777 2.934
H 4.368 -2.073 2.491
H 3.084 -3.028 5.255
H 4.072 -1.804 4.829
H 4.730 -3.396 4.653
H 1.981 -5.670 1.188
H 3.773 -5.654 1.049
H 2.725 -5.048 -0.373
O 0.221 -1.766 -2.747
C 1.432 -1.432 -2.798
O 2.473 -2.225 -2.977
C 2.185 -3.603 -3.201
C 2.070 -3.951 -4.694
C 1.856 0.015 -2.821
H 1.280 -3.869 -2.654
H 3.090 -4.103 -2.856
H 1.305 -3.388 -5.228
H 1.850 -5.015 -4.780
H 3.025 -3.655 -5.129
H 2.941 0.121 -2.803
H 1.388 0.585 -2.019
H 1.620 0.468 -3.784
O -2.955 1.985 1.508
C -3.944 2.743 1.505
O -4.174 3.876 0.845
C -3.106 4.666 0.297
C -3.524 4.821 -1.160
C -5.194 2.370 2.316
H -2.143 4.161 0.365
H -2.946 5.610 0.818
H -2.884 5.366 -1.855
H -4.471 5.346 -1.288
H -3.601 3.834 -1.615
H -5.200 1.575 3.062
H -5.838 2.184 1.457
H -5.624 3.226 2.835
F 7.282 -0.577 -2.811
C 6.702 0.086 -1.748
C 5.551 -0.486 -1.182
C 4.917 0.098 -0.066
C 5.400 1.294 0.508
C 6.526 1.865 -0.088
C 7.201 1.300 -1.163
H 5.167 -1.387 -1.636
H 4.107 -0.412 0.434
H 4.962 1.676 1.418
H 6.863 2.790 0.355
H 8.163 1.693 -1.457
F -0.425 2.892 -6.366
C -0.551 2.851 -5.050
C -0.855 1.607 -4.430
C -1.222 1.677 -3.103
C -1.015 2.868 -2.310
C -0.644 4.037 -2.944
C -0.479 4.007 -4.363
H -0.967 0.695 -4.997
H -1.498 0.810 -2.521
H -1.228 2.904 -1.252
H -0.315 4.899 -2.383
H -0.051 4.818 -4.933
F -0.697 6.240 1.808
C 0.296 5.406 1.520
C 1.188 5.745 0.519
C 2.108 4.812 0.176
C 2.212 3.590 0.850
C 1.357 3.393 1.935
C 0.347 4.268 2.239
H 1.178 6.663 -0.049
H 2.816 5.061 -0.601
H 2.975 2.894 0.532
H 1.364 2.414 2.389
H -0.287 4.166 3.107
*
```

Calculated total energy = -80555.63280 eV
Orbital gap (alpha / beta) = 3.419 / 6.937 eV
<S²> = 0.754

---

No. 7
C18H17N3O4S in the gas phase at a distorted geometry, computed with the ωB97M-V functional and the def2-TZVPD basis.

Structure (ORCA input):
```
! RIJCOSX wB97M-V def2-TZVPD def2/J DEFGRID3
* xyz 0 1
C -0.460 0.129 -3.087
H 0.131 -0.278 -2.258
O 0.028 1.369 -3.541
C -0.070 2.430 -2.627
C 1.195 2.636 -1.772
N 1.438 1.561 -0.830
C 0.713 1.429 0.311
N 0.799 0.461 1.151
C 1.690 -0.545 0.894
C 1.755 -1.642 1.759
C 2.663 -2.647 1.517
C 3.523 -2.585 0.420
C 3.468 -1.512 -0.440
C 2.549 -0.485 -0.215
C 2.470 0.647 -1.131
O 3.196 0.830 -2.081
H 4.117 -1.437 -1.299
H 4.230 -3.381 0.248
H 2.713 -3.495 2.184
H 1.084 -1.675 2.602
S -0.445 2.699 0.686
C -1.205 1.975 2.178
C -1.756 0.607 1.931
C -2.400 0.307 0.741
C -2.874 -0.978 0.519
C -2.745 -1.973 1.479
C -2.125 -1.662 2.675
C -1.630 -0.388 2.896
H -1.131 -0.160 3.826
H -2.015 -2.421 3.434
H -3.121 -2.963 1.272
N -3.491 -1.283 -0.746
O -3.444 -0.431 -1.611
O -4.006 -2.371 -0.878
H -2.527 1.054 -0.029
H -0.450 1.957 2.963
H -1.995 2.681 2.443
H 2.064 2.661 -2.435
H 1.111 3.582 -1.229
H -0.200 3.336 -3.226
H -0.952 2.307 -1.985
H -1.509 0.206 -2.775
H -0.387 -0.549 -3.934
*
```

Calculated total energy = -42435.27781 eV
Orbital gap = 7.961 eV
SMILES string = COCCn1c(SCc2cccc([N+](=O)[O-])c2)nc2ccccc2c1=O

---

No. 8
13 unconnected molecules or ions with the total composition C56H113F6O43P6 at a distorted geometry, computed with the ωB97M-V functional and the def2-TZVPD basis.

Structure (ORCA input):
```
! RIJCOSX wB97M-V def2-TZVPD def2/J DEFGRID3
* xyz -1 1
C 0.284 0.724 0.068
C 0.954 1.408 -1.244
O 2.130 0.919 -1.809
H -0.715 1.088 0.307
H 0.811 1.053 0.963
H 0.205 -0.354 0.209
H 1.027 2.433 -0.881
H 0.121 1.375 -1.946
C 3.254 -2.504 -2.233
C 3.351 -2.090 -0.780
O 4.645 -1.835 -0.392
C 5.501 -2.155 -1.376
O 6.698 -2.248 -1.272
O 4.703 -2.579 -2.416
F 2.893 -3.176 -0.148
H 2.744 -1.732 -2.809
H 2.787 -3.475 -2.400
H 2.687 -1.266 -0.517
C 1.293 5.197 -1.697
C 2.374 4.668 -2.684
O 3.210 5.733 -2.824
C 3.069 6.599 -1.808
O 4.003 7.331 -1.418
O 1.845 6.465 -1.269
F 1.863 4.485 -3.893
H 0.998 4.656 -0.797
H 0.383 5.395 -2.265
H 2.859 3.768 -2.304
C -3.774 0.722 -2.398
C -3.602 1.457 -3.753
O -3.401 2.859 -3.352
C -3.069 2.937 -1.972
O -2.628 3.813 -1.316
O -3.424 1.699 -1.371
F -4.701 1.135 -4.442
H -3.131 -0.143 -2.239
H -4.794 0.392 -2.202
H -2.710 1.152 -4.301
C 5.458 2.718 -3.712
C 4.263 1.942 -4.359
O 4.828 0.698 -4.739
C 6.040 0.575 -4.183
O 6.733 -0.489 -4.220
O 6.559 1.781 -3.854
F 3.739 2.542 -5.361
H 5.284 2.957 -2.663
H 5.539 3.524 -4.442
H 3.493 1.705 -3.626
C 1.218 -1.317 -5.611
C 1.153 -0.146 -6.615
O -0.222 0.074 -6.723
C -0.866 -0.980 -6.373
O -2.077 -1.080 -6.382
O -0.018 -1.915 -5.909
F 1.947 -0.359 -7.690
H 1.391 -1.201 -4.542
H 1.840 -2.069 -6.098
H 1.518 0.623 -5.933
C -0.708 3.429 4.448
C -0.475 4.227 3.099
O 0.944 4.374 3.046
C 1.404 4.305 4.314
O 2.625 4.269 4.573
O 0.371 3.989 5.181
F -1.086 5.420 3.355
H -0.658 2.354 4.274
H -1.706 3.641 4.833
H -1.001 3.857 2.219
C 4.864 1.603 5.361
C 5.944 2.667 5.808
O 5.893 3.742 4.988
P 6.498 3.888 3.521
O 7.604 2.889 3.238
O 5.319 3.777 2.477
C 5.126 2.781 1.496
C 4.913 3.717 0.280
O 6.936 5.432 3.219
C 6.025 6.455 2.964
C 5.266 6.945 4.244
H 5.030 1.390 4.305
H 5.065 0.664 5.878
H 3.819 1.884 5.485
H 5.640 2.989 6.805
H 6.963 2.283 5.778
H 5.987 2.113 1.510
H 4.235 2.227 1.792
H 4.268 4.528 0.619
H 5.899 4.065 -0.029
H 4.707 3.230 -0.673
H 6.615 7.333 2.701
H 5.400 6.126 2.134
H 4.561 6.169 4.544
H 5.891 7.082 5.127
H 4.791 7.884 3.962
C -5.811 8.100 -6.376
C -4.527 8.507 -7.146
O -3.426 8.712 -6.244
P -2.080 7.757 -6.230
O -0.894 8.422 -5.614
O -2.582 6.451 -5.522
C -1.795 5.325 -5.571
C -1.078 5.213 -4.180
O -1.956 7.302 -7.793
C -0.938 7.734 -8.682
C 0.209 6.775 -8.773
H -6.682 8.028 -7.027
H -5.907 7.139 -5.871
H -5.945 8.817 -5.565
H -4.283 7.724 -7.865
H -4.625 9.480 -7.627
H -2.522 4.513 -5.578
H -1.230 4.984 -6.438
H -0.752 4.173 -4.175
H -0.224 5.871 -4.017
H -1.656 5.500 -3.302
H -1.324 7.907 -9.686
H -0.557 8.682 -8.304
H -0.142 5.883 -9.293
H 0.982 7.191 -9.419
H 0.703 6.496 -7.843
C -2.921 -5.189 -5.369
C -2.417 -4.232 -4.273
O -1.797 -4.817 -3.234
P -0.352 -4.452 -2.713
O 0.567 -3.902 -3.728
O 0.025 -5.871 -1.956
C 1.441 -5.995 -1.670
C 1.566 -7.355 -0.966
O -0.682 -3.586 -1.308
C -1.587 -2.498 -1.342
C -2.520 -2.557 -0.122
H -2.333 -6.090 -5.541
H -3.883 -5.627 -5.103
H -2.944 -4.688 -6.336
H -1.756 -3.451 -4.650
H -3.275 -3.706 -3.855
H 2.144 -5.979 -2.503
H 1.735 -5.252 -0.928
H 1.509 -8.306 -1.496
H 2.516 -7.343 -0.433
H 0.735 -7.480 -0.271
H -1.084 -1.540 -1.478
H -2.296 -2.592 -2.164
H -2.064 -2.310 0.836
H -3.327 -1.825 -0.150
H -3.009 -3.531 -0.142
C 3.018 -4.789 7.583
C 2.068 -3.788 6.940
O 1.968 -4.247 5.583
P 2.222 -3.218 4.370
O 3.568 -2.620 4.249
O 1.836 -4.119 3.106
C 2.742 -5.019 2.399
C 3.275 -6.200 3.355
O 1.014 -2.168 4.554
C 1.155 -1.002 3.868
C -0.150 -0.271 3.585
H 2.495 -5.744 7.533
H 3.993 -4.913 7.112
H 3.263 -4.576 8.624
H 1.103 -3.883 7.438
H 2.263 -2.716 6.979
H 2.155 -5.209 1.501
H 3.668 -4.590 2.016
H 4.249 -5.914 3.754
H 2.715 -6.573 4.213
H 3.526 -7.106 2.803
H 1.945 -0.386 4.296
H 1.612 -1.132 2.887
H 0.192 0.418 2.812
H -0.851 -1.028 3.233
H -0.599 0.325 4.380
C -3.811 -9.662 5.059
C -4.042 -9.189 3.706
O -2.971 -8.385 3.420
P -1.895 -8.639 2.239
O -0.886 -9.686 2.648
O -2.750 -9.153 0.984
C -2.181 -9.663 -0.185
C -3.364 -10.391 -0.918
O -1.177 -7.194 1.733
C -1.901 -5.974 1.609
C -0.931 -4.960 2.220
H -3.966 -8.852 5.772
H -4.450 -10.495 5.355
H -2.752 -9.834 5.255
H -3.887 -10.058 3.067
H -4.794 -8.426 3.502
H -1.670 -9.016 -0.898
H -1.538 -10.440 0.229
H -3.856 -9.642 -1.538
H -3.157 -11.284 -1.508
H -3.985 -10.657 -0.063
H -2.149 -5.712 0.581
H -2.813 -5.832 2.189
H -0.479 -5.279 3.159
H -0.087 -4.699 1.582
H -1.395 -3.998 2.439
C -5.749 3.978 2.677
C -6.278 3.495 4.032
O -6.176 2.192 4.401
P -4.711 1.477 4.424
O -3.446 2.247 4.273
O -4.611 0.695 5.881
C -5.531 -0.302 6.305
C -5.786 -0.128 7.833
O -4.934 0.203 3.443
C -4.874 0.351 1.986
C -3.387 0.720 1.682
H -5.072 3.256 2.222
H -6.443 4.379 1.938
H -4.922 4.679 2.795
H -5.795 4.043 4.840
H -7.322 3.780 4.167
H -6.502 -0.349 5.814
H -5.142 -1.318 6.230
H -5.787 0.901 8.195
H -6.749 -0.623 7.958
H -5.004 -0.655 8.379
H -4.997 -0.640 1.548
H -5.695 0.921 1.552
H -2.715 0.325 2.443
H -3.100 0.425 0.672
H -3.316 1.808 1.678
*
```

Calculated total energy = -219994.14986 eV
Orbital gap = 6.470 eV

---

No. 9
2 unconnected molecules or ions with the total composition H4O2 at a distorted geometry, computed with the ωB97M-V functional and the def2-TZVPD basis.

Structure (ORCA input):
```
! RIJCOSX wB97M-V def2-TZVPD def2/J DEFGRID3
* xyz 0 1
H -0.184 -0.635 -0.666
H -0.437 -1.874 0.132
H -0.330 1.871 0.668
H 0.948 1.173 0.204
O -0.011 -1.561 -0.682
O 0.015 1.026 0.344
*
```

Calculated total energy = -4159.85808 eV
Orbital gap = 11.584 eV
SMILES string = O.O